{
  "formula": "C8H10",
  "method": "ωB97M-V/def2-TZVPD",
  "species": ["H", "H", "H", "H", "C", "H", "C", "H", "C", "H", "H", "H", "H", "C", "C", "C", "C", "C"],
  "xyz": [[-0.38567, 3.99996, -2.70012], [0.64341, 2.33286, -2.70377], [-0.42533, -2.79696, 2.70894], [1.46936, -2.92339, 1.40671], [-0.42697, -2.16300, 1.82097], [-0.31353, -0.09405, -1.54554], [1.00003, -1.27396, -0.09853], [1.97266, 3.31002, -0.63881], [-0.23362, -0.63272, -0.49624], [1.92833, -1.64026, -0.55655], [0.71801, 4.71672, -0.86926], [-2.36870, -1.17332, 2.12673], [-2.23719, -0.00698, -0.27779], [0.74665, -2.08435, 1.15184], [1.16581, 3.80026, -1.30933], [0.45578, 3.35139, -2.28465], [-1.49151, -1.29738, 1.50112], [-1.38306, -0.65435, 0.22306]],
  "forces_ev_per_angstrom": [[1.23, -1.24, 0.48], [-0.31, 1.06, 0.01], [-0.41, 0.14, -0.21], [-0.43, 1.55, -0.28], [-1.22, 1.35, 1.39], [0.46, -1.10, 2.26], [-3.41, -2.66, 3.64], [-1.38, 0.59, -1.75], [3.52, 0.34, -3.58], [-0.58, 1.28, -0.53], [1.03, -0.25, -0.15], [0.02, -0.23, -0.20], [1.55, -1.57, 1.58], [2.71, -0.51, -3.47], [0.99, 1.33, 4.08], [-1.56, -1.51, -2.66], [0.60, 0.05, -2.03], [-2.82, 1.36, 1.41]],
  "nbo_charge": [0.20, 0.19, 0.22, 0.20, -0.25, 0.21, -0.23, 0.21, -0.22, 0.24, 0.19, 0.22, 0.22, -0.20, -0.40, -0.39, -0.19, -0.24],
  "max_force_ev_per_a": 5.654,
  "de_lowest_kj_mol": 295.0,
  "molar_mass_g_mol": 106.2,
  "smiles": "c1ccccc1.C=C"
}

{
  "formula": "C28H41N2O2",
  "method": "ωB97M-V/def2-TZVPD",
  "species": ["H", "H", "H", "H", "C", "C", "H", "C", "O", "N", "C", "H", "H", "H", "C", "C", "H", "H", "H", "C", "H", "H", "H", "H", "C", "C", "C", "H", "C", "H", "H", "H", "C", "C", "C", "H", "H", "O", "C", "H", "H", "H", "H", "H", "C", "C", "H", "C", "C", "H", "H", "C", "C", "C", "H", "C", "H", "H", "C", "C", "H", "H", "H", "C", "H", "H", "C", "H", "C", "N", "H", "H", "H"],
  "xyz": [[-2.54489, -6.29200, 1.46694], [2.78928, 4.00397, -0.73312], [-1.57215, 2.23427, -0.59118], [-2.83377, -3.71867, -0.24160], [0.77735, -0.38258, -0.95147], [-2.09653, 4.81322, -0.44781], [4.03221, -1.39497, 2.48892], [0.57668, 2.46155, 1.22586], [4.44630, 1.21908, -2.10546], [3.57871, 0.75748, 1.81610], [2.78751, 2.97857, -0.78815], [-1.46360, -4.17029, 1.00904], [-3.22996, 1.08435, -1.83821], [-1.84790, 4.40326, 0.73417], [1.84524, 1.99333, 1.13486], [3.50039, 0.61993, -3.10918], [-2.80383, 3.93519, -2.33729], [-0.71087, 2.85209, -1.85775], [-4.35636, -7.27817, 0.07719], [4.61624, -0.28287, 2.38418], [-2.65045, -0.98982, -0.68499], [-1.91001, -2.31488, 2.52833], [2.90253, 1.42224, -3.79142], [-3.66076, -5.75967, -0.60673], [0.23109, -1.65503, 0.82579], [1.72126, 0.81084, 3.19255], [-2.25603, -2.11262, 1.56406], [-2.58168, 2.03448, -3.24753], [-2.44325, -3.79288, 0.97609], [4.87115, 1.20142, 0.22661], [-2.77389, 5.72085, -0.08666], [2.07948, -0.05036, 3.93695], [4.13216, 1.37702, 0.68933], [-2.69076, 3.76294, -1.13056], [-1.73783, -0.91164, -0.70589], [-4.26327, -6.37355, 2.60643], [-0.96249, 2.45227, 2.40392], [1.57896, 0.31308, -1.82808], [-1.14679, -1.65290, 0.52839], [-0.08986, 1.07165, 4.16597], [0.56359, -1.99156, 1.82597], [4.75810, 3.13756, -1.25360], [1.92366, 2.54295, -1.60966], [5.35554, -0.34444, 1.92524], [4.07428, 2.58280, -2.10616], [2.59011, -0.34292, -2.57780], [3.86915, 3.17570, -2.81879], [-2.30598, 1.57211, -2.32019], [-1.21557, 0.33388, -2.74379], [4.09411, 0.15201, -3.89499], [0.16102, 3.24825, 0.49217], [-4.26199, -6.16127, 0.18460], [0.09180, 2.16805, 2.28026], [0.99654, -1.01329, 0.03984], [-0.54457, 0.88797, -3.19587], [-1.69523, 2.41879, -1.44596], [-1.21715, 5.33891, -0.63419], [2.07262, -1.05879, -3.30028], [2.54569, 1.24099, 2.33072], [-3.43487, -4.69093, 1.92186], [4.69647, 0.21111, 3.44674], [-3.24886, -1.74220, 1.46950], [-4.45149, -3.94821, 1.81638], [-3.66036, -6.08746, 1.48481], [-3.05163, -4.52514, 3.09169], [-5.11109, -5.61070, 0.03362], [-0.58576, -0.32403, -1.43067], [3.04828, -0.89156, -1.63176], [0.36227, 1.38264, 3.22837], [3.01728, 2.09303, 0.22585], [-1.71493, -0.25608, -3.18631], [-3.65929, 3.23735, -0.78063], [2.09864, -1.12568, 0.23440]],
  "forces_ev_per_angstrom": [[-1.34, -1.63, 0.20], [0.07, 2.19, 0.95], [2.25, -4.25, 12.14], [1.13, -0.26, 3.65], [-6.79, 6.74, -13.28], [-1.00, 3.24, 8.38], [1.73, 3.26, -0.31], [6.92, 5.56, -13.72], [-3.04, 1.39, -2.71], [12.39, -3.39, -4.01], [-0.50, -4.29, -9.43], [1.40, -0.65, -0.26], [1.12, 0.62, -0.90], [-0.48, 0.86, -2.74], [7.22, -1.38, 1.32], [1.18, 2.12, -2.92], [-0.58, 0.58, 2.91], [-1.18, -0.49, 0.47], [-0.63, 1.12, -0.99], [-16.20, 0.46, 10.89], [-9.58, -0.03, -1.17], [0.48, 0.32, 1.63], [1.28, -1.34, 2.09], [1.05, -0.21, -0.27], [-6.97, -3.28, 4.90], [-4.51, -3.61, 7.24], [1.73, -4.56, -4.43], [-0.31, 0.19, -0.55], [-3.05, 1.93, -0.77], [10.22, -2.49, -6.02], [0.74, -1.92, -1.12], [-1.07, 2.07, -1.37], [-17.08, 3.15, 7.17], [-1.25, -5.37, -7.33], [16.98, -1.34, 3.85], [1.55, -0.67, -3.89], [0.00, 0.75, -0.12], [0.08, 1.69, 0.13], [-3.28, 2.40, 0.18], [-1.10, 0.56, -0.68], [-0.20, -0.18, -0.85], [-0.23, -1.28, -3.14], [1.54, 1.37, 3.24], [11.74, -0.54, -7.65], [2.77, -1.53, 13.25], [-1.61, -3.46, 4.25], [-1.21, 3.43, -5.97], [-1.51, -6.61, -1.97], [3.18, 7.50, 10.60], [0.39, -0.19, 0.30], [0.54, -1.76, 1.07], [0.74, -3.74, -1.16], [-12.85, 1.02, 8.03], [11.08, -3.71, 6.61], [3.46, 2.08, -3.04], [0.52, 9.98, -7.69], [1.71, 0.16, -1.55], [1.14, 0.87, 0.60], [-5.12, 4.33, -6.70], [-0.66, 6.98, 0.87], [0.67, -1.75, -1.78], [-0.39, 0.90, 0.02], [2.19, -2.27, 0.68], [1.64, 1.83, 5.89], [-0.93, -0.67, -3.10], [-2.83, 0.88, 0.26], [-5.97, -0.36, -0.64], [0.25, 0.01, -2.72], [6.99, -6.51, 6.22], [-1.47, -0.46, 3.20], [-6.06, -8.17, -6.40], [1.47, 1.52, -0.18], [-0.54, 0.30, 0.31]],
  "nbo_charge": [0.21, 0.22, 0.17, 0.19, 0.20, -0.62, 0.23, -0.25, -0.53, -0.28, -0.28, 0.18, 0.20, 0.15, 0.23, -0.12, 0.19, 0.17, 0.22, -0.31, 0.18, 0.21, 0.21, 0.22, -0.30, -0.17, -0.43, 0.21, -0.37, 0.19, 0.24, 0.22, 0.34, -0.41, -0.19, 0.22, 0.23, -0.56, 0.08, 0.25, 0.22, 0.17, 0.26, 0.15, -0.01, -0.10, 0.17, -0.37, -0.35, 0.22, 0.26, -0.64, -0.18, -0.21, 0.19, -0.36, 0.23, 0.22, 0.06, -0.39, 0.23, 0.22, 0.17, -0.42, 0.21, 0.21, 0.04, 0.19, -0.17, -0.34, 0.18, 0.23, 0.18],
  "total_charge": 1,
  "max_force_ev_per_a": 19.522,
  "de_lowest_kj_mol": 2606.3,
  "molar_mass_g_mol": 437.6,
  "smiles": "CCCCCc1ccc(OCCOCCn2c[n+](C)c3ccccc32)c(CCCCC)c1"
}

{
  "formula": "C26H76BN3O13P",
  "method": "ωB97M-V/def2-TZVPD",
  "species": ["O", "C", "O", "H", "H", "H", "C", "H", "H", "C", "C", "O", "H", "H", "H", "C", "H", "H", "C", "N", "C", "O", "H", "H", "C", "H", "C", "H", "C", "H", "H", "H", "H", "O", "C", "H", "H", "O", "C", "O", "H", "H", "H", "H", "H", "H", "H", "O", "H", "O", "H", "H", "H", "H", "H", "P", "C", "H", "C", "H", "H", "H", "H", "C", "H", "C", "H", "H", "O", "H", "H", "C", "C", "H", "H", "H", "H", "H", "H", "H", "H", "H", "C", "H", "H", "O", "C", "H", "H", "N", "O", "H", "H", "C", "H", "H", "H", "O", "C", "H", "H", "C", "N", "C", "H", "H", "B", "H", "H", "H", "C", "C", "H", "H", "H", "H", "H", "H", "H", "H"],
  "xyz": [[-8.11512, 2.76706, 4.85770], [-4.03807, 4.27225, 3.31213], [-1.69988, -1.18808, -2.65828], [-5.26350, 5.96647, 2.77321], [-0.90978, 0.73335, 0.35310], [1.76690, 3.11808, 0.65027], [-1.78402, -3.25898, -3.90116], [1.40454, 2.38457, 2.21362], [-9.62889, 4.50702, 6.25089], [-2.51209, -1.99004, -3.49749], [-0.48006, -2.21722, -7.21152], [2.26815, -6.99137, 7.64451], [-3.66741, 3.59611, -0.55779], [-8.52047, 4.54763, 4.01466], [-1.52091, -3.85707, -3.02760], [1.60012, 0.96734, 0.59726], [0.95238, -2.25224, -5.89251], [-3.81316, 4.61207, 4.32624], [-4.07574, 0.88095, -1.97725], [2.08601, -1.41948, 1.29230], [1.38186, -0.16655, 1.59910], [0.97865, -2.34104, 4.50783], [8.04948, -2.57474, 0.54560], [2.35545, -3.82882, 2.77846], [8.89737, -2.54077, -0.13786], [4.76494, -3.62302, -1.99149], [1.75541, -4.62854, 8.00968], [-4.00907, 5.77677, -0.68861], [-0.28818, 2.70951, 0.94038], [0.02380, -0.15855, -6.80724], [1.62890, -5.39077, 3.20774], [0.13808, -4.14886, 4.85075], [-0.85903, -2.99357, -4.41748], [1.13606, -0.06400, -3.65248], [-5.33200, 4.87777, 2.80521], [-3.21303, 4.53567, 2.64983], [-3.22830, 0.25982, -1.69289], [-5.62791, 4.46419, 1.47991], [-1.32882, 2.93137, -3.14325], [0.69722, -2.79081, -6.65169], [6.47330, -3.85483, -1.61570], [1.22930, -0.28692, -2.71850], [-8.57072, 1.96667, 5.13721], [6.65911, -1.37024, -1.58925], [-1.44444, 1.14738, 2.00701], [1.03619, 0.75241, -0.32176], [-2.79023, -1.41732, -4.39139], [6.00884, -1.24855, -2.29281], [2.58555, -4.48924, 4.39622], [-1.00899, 5.83182, -2.01880], [-0.08056, -3.54683, 3.20552], [2.93820, -1.24305, 0.77077], [2.01393, -4.67073, 9.07124], [2.50008, -7.06582, 8.57569], [7.08417, -2.43577, -3.60465], [-2.23196, 3.50498, -0.51855], [5.76359, -3.67383, -2.42673], [-2.38742, -3.87411, -4.57265], [0.63794, -3.63371, 4.02854], [2.03440, 1.77800, -3.37620], [-0.97500, 2.08190, -3.75005], [3.67056, -0.59107, -4.42892], [11.04736, -2.73732, -0.06891], [3.55510, 0.29821, -3.80534], [9.58326, -1.18762, -1.36473], [10.19307, -2.78261, 0.61095], [-0.45504, 3.41205, -2.70046], [10.18978, -3.76444, 1.08615], [-2.47637, 2.03420, 0.43499], [0.36555, -6.28269, 8.05968], [-10.67194, 3.18418, 5.72285], [1.17720, 2.33489, 1.13892], [-1.29197, 1.55425, 0.99289], [-6.15788, 4.61067, 3.47773], [-4.73463, 1.09421, -1.13061], [3.75524, 0.01013, -2.77269], [1.49833, -2.03502, 0.74179], [-4.10802, 3.18199, 3.32226], [5.36707, -2.20172, -3.94583], [1.98866, 1.13862, -5.01829], [-0.75265, -2.84811, -8.05772], [-0.55383, 3.43336, 1.73336], [1.27103, -5.97979, 7.52241], [-1.80387, 3.64885, -3.83237], [1.02609, -5.93312, 6.46148], [-4.12218, 2.84303, -3.35505], [1.86946, -4.39203, 3.57799], [10.33341, -2.02260, 1.37988], [5.80311, -4.52388, -3.11018], [-3.35502, 6.02231, -1.42599], [8.85311, -1.24781, -0.73970], [2.64481, -4.32390, 7.45777], [1.67263, 0.18204, 2.60062], [-9.08270, 3.67383, 4.34163], [-4.66279, 0.39647, -2.76593], [-1.16086, -0.36565, -8.10062], [0.54939, -0.73786, -8.39231], [-0.50714, 3.27056, -0.32001], [6.08814, -2.37798, -3.14796], [2.66648, 0.99385, 0.32784], [0.98853, -3.86479, 7.87517], [2.16316, 0.87195, -3.97513], [-2.21727, 2.46042, -2.08719], [-3.49929, 2.16940, -2.55236], [1.40712, -1.87402, 3.77735], [-1.26835, 6.26498, -2.84436], [-2.14314, 5.24322, -1.42476], [-3.42719, -2.20933, -2.94758], [-1.29753, -2.25768, -6.48469], [-9.56815, 3.24268, 3.45978], [-0.25602, -0.78470, -7.65779], [-10.11617, 4.06188, 5.38269], [4.30800, 1.02978, -4.10167], [-2.26529, 4.30897, 0.71949], [0.30918, -0.39220, 1.63817], [-0.91156, -0.97535, -3.17318], [-10.83109, 4.77902, 4.97596], [-3.17673, 7.02119, -1.40503], [-5.66421, 3.50161, 1.46731], [8.74891, -3.31520, -0.89868]],
  "forces_ev_per_angstrom": [[-0.01, 0.03, 0.04], [0.08, 0.01, -0.03], [0.16, -0.26, -0.06], [-0.01, 0.00, -0.03], [-0.10, 0.09, 0.17], [-0.08, -0.04, 0.09], [-0.06, -0.05, 0.00], [0.04, -0.04, -0.13], [0.00, 0.02, -0.01], [0.14, 0.05, -0.09], [0.05, 0.16, 0.10], [-0.01, 0.00, 0.02], [0.01, -0.20, -0.04], [0.00, -0.01, -0.02], [-0.03, 0.04, 0.03], [0.12, -0.02, -0.11], [0.01, 0.00, -0.02], [-0.04, 0.00, 0.01], [-0.03, 0.21, -0.22], [-0.14, -0.12, 0.17], [-0.25, 0.03, -0.10], [0.01, 0.00, 0.01], [-0.02, -0.01, -0.01], [0.02, -0.07, -0.03], [0.10, 0.01, -0.01], [0.00, -0.01, -0.02], [0.07, -0.03, 0.00], [-0.17, -0.16, -0.36], [-0.11, -0.22, 0.22], [-0.04, 0.00, 0.01], [-0.06, 0.01, 0.00], [-0.02, 0.05, 0.02], [0.02, -0.13, -0.03], [0.04, -0.37, 0.06], [0.02, -0.20, 0.06], [0.00, -0.02, 0.00], [-0.34, -0.04, 0.25], [-0.23, 0.16, 0.05], [0.03, 0.30, -0.18], [-0.01, 0.01, 0.02], [0.01, -0.02, -0.02], [-0.05, 0.09, 0.01], [0.04, 0.01, -0.03], [0.11, 0.21, -0.06], [-0.06, 0.19, -0.07], [0.18, 0.05, 0.05], [-0.11, -0.05, 0.00], [0.00, -0.16, 0.09], [-0.05, -0.01, 0.04], [-0.22, -0.29, -0.34], [-0.02, -0.08, 0.00], [-0.08, -0.03, 0.04], [-0.03, 0.01, 0.01], [0.01, 0.00, -0.04], [-0.01, -0.02, -0.04], [-0.44, 0.23, 0.33], [-0.05, 0.03, 0.03], [0.02, 0.01, -0.03], [0.06, 0.10, -0.05], [-0.01, 0.01, -0.01], [-0.08, 0.06, 0.09], [0.02, 0.02, -0.01], [0.00, -0.03, 0.00], [-0.13, -0.11, -0.03], [-0.06, 0.07, -0.02], [0.01, 0.08, 0.02], [-0.11, -0.08, -0.01], [0.00, -0.01, -0.01], [0.02, 0.23, 0.41], [-0.03, 0.03, -0.02], [-0.03, 0.01, -0.02], [0.06, 0.05, -0.06], [0.01, -0.31, -0.43], [0.00, 0.06, 0.03], [0.18, -0.03, -0.01], [0.01, 0.04, 0.02], [0.13, 0.13, -0.10], [0.00, 0.00, 0.03], [0.03, 0.01, -0.02], [-0.02, 0.04, 0.01], [0.03, -0.04, 0.02], [0.00, -0.01, -0.15], [0.01, 0.02, 0.03], [0.06, -0.05, 0.13], [0.01, -0.03, 0.00], [0.12, -0.22, -0.43], [0.15, -0.01, -0.07], [-0.01, -0.02, 0.01], [0.01, 0.00, 0.00], [0.53, 0.17, 0.61], [-0.08, -0.15, 0.00], [-0.02, 0.02, -0.02], [0.04, -0.04, -0.14], [-0.01, -0.08, 0.02], [-0.01, 0.07, 0.12], [-0.01, 0.00, 0.02], [-0.02, 0.00, -0.01], [-0.04, 0.20, 0.06], [0.02, 0.00, 0.06], [-0.09, -0.02, 0.07], [0.00, 0.00, -0.01], [-0.07, 0.17, -0.07], [0.25, 0.01, -0.53], [0.08, -0.09, 0.63], [0.00, -0.02, -0.01], [0.08, 0.18, 0.34], [0.07, 0.00, -0.33], [0.03, 0.03, 0.05], [-0.06, -0.02, -0.06], [-0.01, 0.05, -0.02], [0.07, -0.01, -0.02], [0.04, -0.01, 0.04], [0.02, 0.00, 0.02], [0.14, -0.13, 0.03], [0.22, 0.03, 0.19], [0.01, 0.32, 0.09], [0.00, -0.01, -0.01], [-0.18, -0.05, -0.14], [0.20, 0.02, -0.12], [-0.03, -0.02, 0.02]],
  "mulliken_charge": [-0.51, -0.86, -0.21, 0.32, -0.07, 0.41, -1.17, 0.43, 0.29, -0.20, 0.08, -0.54, -0.23, 0.24, 0.34, -0.18, 0.29, 0.44, -0.73, -0.37, -0.80, -0.55, 0.33, 0.36, -0.06, 0.26, -0.97, 0.25, 0.39, 0.13, 0.33, 0.25, 0.16, -0.25, 0.12, 0.08, -0.14, -0.46, -0.92, -0.54, 0.19, 0.17, 0.28, 0.21, 0.19, -0.25, 0.32, -0.40, 0.20, -0.65, 0.26, 0.18, 0.39, 0.30, 0.24, 0.54, -0.92, 0.35, -0.17, 0.17, 0.06, 0.12, 0.34, -0.95, 0.28, -1.19, 0.35, 0.35, -0.34, 0.28, 0.31, -1.30, -0.33, -0.20, 0.18, 0.30, 0.27, 0.27, 0.27, 0.36, 0.34, 0.07, -0.13, 0.29, 0.13, -0.69, -0.97, 0.29, 0.34, -0.53, -0.52, 0.24, 0.23, -0.12, 0.45, 0.34, 0.28, -0.55, -0.15, 0.61, 0.30, -0.41, 0.57, 0.34, 0.27, 0.26, 0.88, 0.37, -0.06, 0.25, -0.91, -1.06, 0.38, -0.56, 0.52, 0.15, 0.31, 0.21, 0.29, 0.19],
  "total_charge": -1,
  "max_force_ev_per_a": 0.829,
  "e_tot_ev": -69248.14333,
  "molar_mass_g_mol": 680.7
}